# 1
C3H5NO2S | the ωB97M-V functional and the def2-TZVPD basis

Structure (XYZ):
```
12
Properties=species:S:1:pos:R:3:forces:R:3:mulliken_charge:R:1
C 2.85129 0.35844 -0.56661 -2.22 -0.82 5.61 -0.223
C -0.66488 -0.37596 0.78075 -2.57 -3.18 -2.17 -0.416
C -2.56106 0.32591 -0.32327 -2.34 -1.03 -3.60 0.242
H 3.54222 1.19772 -0.14437 -1.38 -1.66 -0.82 0.226
H 3.16621 -0.23148 -1.37241 0.13 -0.32 -1.74 0.260
H -1.31815 -1.12031 1.35981 0.59 1.26 -1.38 0.345
H -0.02279 0.01936 1.39321 2.98 2.89 3.95 0.386
H -3.13272 1.27381 -0.84086 1.31 -2.08 1.66 0.272
N 1.89609 -0.09072 0.29574 1.60 2.14 -3.23 -0.355
O -1.34425 0.69271 0.09598 -0.99 -1.13 0.87 -0.224
O -2.99886 -0.83385 -0.48577 1.54 3.66 1.31 -0.494
S 0.58691 -1.21563 -0.19220 1.34 0.26 -0.47 -0.019
```
Positions in Å, forces in eV/Å.

Results
HOMO: -9.247 eV
SMILES: C=NSCOC=O
Net charge: 0
Kohn-Sham gap: 9.55 eV
2S+1: 1

***

# 2
C17H21N3O6S | the ωB97M-V functional and the def2-TZVPD basis

Structure (XYZ):
```
48
Properties=species:S:1:pos:R:3:forces:R:3:mulliken_charge:R:1
C 0.28538 1.03919 2.61170 -0.24 0.16 -0.34 -1.400
H 0.13076 -0.01227 2.37566 0.02 -0.13 0.02 0.335
H -0.27043 1.27856 3.51478 -0.08 0.03 0.13 0.438
H 1.34332 1.20623 2.79502 0.09 -0.06 0.03 0.369
C -0.17899 1.93959 1.46787 0.33 0.11 0.23 1.237
C 0.09401 3.40471 1.78196 -0.15 -0.40 -0.22 -1.632
H -0.44466 3.69223 2.68020 -0.04 0.06 0.15 0.369
H -0.24169 4.03166 0.96082 0.00 0.10 -0.08 0.386
H 1.15799 3.55475 1.93758 0.12 0.06 0.03 0.376
H 0.35393 1.66065 0.54263 -0.11 0.03 0.08 -0.066
O -1.58014 1.83021 1.22554 -0.15 0.16 -0.06 -0.410
C -2.00731 0.59461 0.72375 -0.25 -0.32 -0.10 -0.085
C -3.21242 0.83570 -0.19876 0.46 0.68 0.48 0.215
C -2.86248 1.74267 -1.39525 -0.06 0.03 0.09 -1.142
H -3.53858 2.59347 -1.44185 0.03 0.01 -0.03 0.274
C -3.00224 0.84183 -2.62081 -0.01 -0.05 0.13 0.643
C -3.44989 -0.50168 -2.04294 0.05 0.20 -0.75 0.317
O -3.59855 -1.51167 -2.67204 -0.07 -0.11 0.06 -0.614
O -3.62950 -0.41840 -0.73015 -0.18 -0.43 0.34 -0.381
C -1.72165 0.65475 -3.45719 -0.13 0.04 0.09 -1.250
C -0.61644 0.08875 -2.59694 -0.07 0.15 -0.36 0.319
O 0.16649 0.80254 -1.99115 0.14 0.30 0.06 -0.665
N -0.59833 -1.27210 -2.52298 -0.01 0.03 -0.03 -0.050
C 0.21634 -2.08880 -1.73421 0.18 -0.33 0.22 0.193
N 1.12048 -1.43728 -0.97830 -0.49 0.88 -0.58 -0.078
C 2.02075 -1.89049 -0.02552 0.50 -0.52 0.54 0.823
C 2.64017 -0.91012 0.74898 0.09 -0.01 0.12 -0.021
C 3.54107 -1.28094 1.73318 -0.55 -1.00 -0.78 -0.412
C 3.86148 -2.61433 1.96009 0.09 0.22 0.13 -0.633
C 3.25136 -3.57888 1.17987 0.04 0.25 0.07 -0.793
C 2.33899 -3.23168 0.19782 -0.05 -0.02 -0.10 -0.571
H 1.87234 -3.99877 -0.39640 0.02 0.04 0.02 0.281
H 3.48424 -4.62027 1.33617 0.02 -0.09 0.02 0.402
H 4.56767 -2.86797 2.73450 0.03 -0.01 0.02 0.487
N 4.14206 -0.25531 2.54817 0.21 0.36 0.31 1.065
O 5.03669 -0.57986 3.29645 0.20 -0.03 0.18 -0.629
O 3.70474 0.87267 2.44247 0.01 0.34 -0.02 -0.623
H 2.42752 0.13775 0.59673 -0.05 0.06 0.00 0.569
H 1.09446 -0.41622 -1.09663 -0.07 -0.32 -0.03 0.217
S -0.05901 -3.70475 -1.82948 -0.14 -0.35 -0.08 -0.443
H -1.31165 -1.79517 -3.02376 0.11 0.08 0.12 0.396
H -1.94041 -0.01466 -4.28973 0.02 0.02 -0.01 0.429
H -1.39931 1.62412 -3.83933 0.04 -0.11 0.02 0.380
H -3.78936 1.19132 -3.29488 0.05 -0.11 0.08 0.457
H -1.84832 2.12411 -1.28369 -0.04 0.05 0.02 0.347
H -4.03696 1.23783 0.39642 0.07 -0.07 -0.12 0.441
H -2.30475 -0.08945 1.53075 0.08 0.03 -0.10 0.354
H -1.20920 0.11119 0.14290 -0.04 -0.01 0.00 -0.219
```
Positions in Å, forces in eV/Å.

Results
HOMO: -8.888 eV
SMILES: CC(C)OC[C@H]1C[C@@H](CC(=O)NC(=S)Nc2cccc([N+](=O)[O-])c2)C(=O)O1
Net charge: 0
Kohn-Sham gap: 8.24 eV
2S+1: 1

***

# 3
C27H32ClIrN8OP | the ωB97M-V functional and the def2-TZVPD basis

Structure (XYZ):
```
71
Properties=species:S:1:pos:R:3:forces:R:3:mulliken_charge:R:1
Ir 0.10235 -0.04139 -0.35728 -1.87 -0.38 -0.01 1.447
C -5.08602 -2.20808 -0.07734 -0.44 -0.13 0.15 -1.209
N -3.63834 -2.33266 0.09169 0.32 0.31 0.10 0.072
C -3.11854 -3.69426 0.18993 0.15 -0.31 -0.17 -1.248
C -2.79629 -1.30087 0.12468 -0.32 -0.53 -0.06 0.588
N -1.50419 -1.43678 -0.04596 1.20 1.00 -0.17 -0.598
N -3.34406 -0.07067 0.39643 -0.10 0.44 0.01 -0.044
C -2.72987 1.15170 0.46783 -0.23 -0.30 0.02 0.577
N -3.52907 2.16014 0.81298 0.11 0.17 0.00 -0.354
N -1.45733 1.31886 0.21207 1.42 -0.56 -0.27 -0.402
H -5.61903 -2.41362 0.85372 0.10 0.09 0.03 0.382
H -5.41463 -2.95284 -0.80142 0.07 0.05 -0.06 0.413
H -5.37709 -1.23480 -0.46643 0.04 -0.04 -0.07 0.474
H -3.91328 -4.34580 0.54343 -0.04 0.05 0.02 0.407
H -2.30199 -3.75025 0.91040 -0.04 0.06 0.03 0.502
H -2.78338 -4.07947 -0.77769 -0.03 0.08 0.00 0.370
H -1.21832 -2.37123 -0.30419 0.06 0.03 -0.14 0.037
H -4.31041 -0.08333 0.68492 -0.02 -0.05 0.01 0.268
H -4.51827 2.05373 0.97694 -0.01 -0.09 -0.01 0.198
H -3.17150 3.09370 0.93925 0.03 0.00 0.01 0.209
H -1.16275 2.27802 0.33035 0.07 -0.02 0.03 0.184
Cl 0.23909 -0.29415 2.33594 -0.50 -0.10 -0.76 -0.080
C 1.86971 0.06141 2.82385 0.66 0.22 0.06 1.007
C 2.12080 0.41743 4.13321 -0.29 -0.05 -0.04 -0.626
C 3.43148 0.69068 4.51226 0.07 -0.04 -0.09 -0.616
C 4.46362 0.58613 3.59095 0.04 -0.01 0.09 -0.832
C 4.19690 0.22568 2.27836 -0.01 -0.10 0.03 -0.601
C 2.88774 -0.05011 1.87939 -0.26 0.31 -0.32 -0.115
P 2.49094 -0.59162 0.19588 -0.59 -0.32 -0.06 0.641
C 3.95039 -0.03570 -0.75342 0.00 -0.27 0.11 0.231
C 4.11897 1.37513 -0.94359 0.21 0.30 -0.13 -0.050
C 5.29046 1.90293 -1.50776 -0.10 0.17 0.01 -0.758
C 6.29611 1.05528 -1.89498 -0.04 0.32 -0.03 -0.485
C 6.12420 -0.34758 -1.74054 -0.12 -0.36 0.08 -0.597
C 4.94628 -0.88382 -1.17141 -0.12 0.00 -0.01 -0.114
C 2.50510 -2.40241 0.22352 -0.14 0.36 -0.22 1.248
C 2.60758 -3.10436 -0.98465 -0.04 -0.01 -0.07 -0.556
C 2.71853 -4.48465 -0.97754 -0.21 0.14 0.03 -0.859
C 2.67479 -5.17120 0.23229 0.01 -0.01 -0.06 -0.708
C 2.54505 -4.47679 1.42797 -0.03 0.01 0.14 -0.775
C 2.42810 -3.09493 1.43397 0.32 0.00 -0.04 -0.819
H 1.31002 0.48398 4.84713 0.03 0.02 0.02 0.531
H 3.63709 0.98566 5.53256 0.01 -0.03 0.01 0.447
H 5.48374 0.77174 3.89896 -0.01 0.05 -0.01 0.464
H 5.01766 0.13031 1.58021 0.01 -0.01 0.01 0.485
H 3.32716 2.05038 -0.63599 0.02 0.00 0.01 0.411
H 5.39352 2.97137 -1.64645 -0.02 0.00 0.07 0.493
H 7.21544 1.44788 -2.31216 0.00 -0.07 -0.05 0.496
H 6.92013 -1.02107 -2.04052 0.01 0.03 0.05 0.501
H 4.86734 -1.95171 -1.02421 0.03 -0.03 -0.03 0.563
H 2.56130 -2.56979 -1.92546 0.19 -0.06 0.02 0.681
H 2.81342 -5.01989 -1.91264 0.00 -0.05 0.02 0.486
H 2.72109 -6.25229 0.23592 0.13 0.01 0.04 0.480
H 2.56780 -5.00542 2.37182 -0.15 -0.06 -0.03 0.498
H 2.32653 -2.57356 2.37612 0.09 0.00 0.02 0.418
C 0.39829 -2.11943 -4.82646 0.18 -0.31 -0.01 -0.853
N 0.16552 -0.74463 -4.36417 0.02 0.00 0.34 0.135
C -0.11804 0.27258 -5.22438 -0.03 0.28 -0.01 -0.254
C -0.29128 1.54158 -4.78916 0.03 -0.07 0.05 -0.988
C -0.19472 1.79684 -3.39299 -0.06 0.10 -0.06 0.844
N 0.04655 0.76705 -2.56032 0.30 -0.39 1.21 0.051
C 0.25053 -0.47248 -3.03416 -0.05 0.09 -0.74 0.122
O 0.51623 -1.36380 -2.19043 0.07 -0.01 0.92 -0.756
N -0.34483 3.01959 -2.90517 0.04 -0.08 0.03 -0.315
H 0.02378 -2.23328 -5.83903 -0.05 0.08 0.01 0.390
H -0.10839 -2.81570 -4.16444 -0.09 0.03 -0.04 0.281
H 1.46431 -2.34443 -4.81340 -0.01 0.07 -0.02 0.305
H -0.19300 0.01584 -6.27278 0.03 -0.07 0.01 0.438
H -0.48953 2.34535 -5.48263 -0.05 -0.02 -0.02 0.433
H -0.50887 3.80016 -3.52178 -0.02 0.04 0.00 0.251
H -0.21521 3.20754 -1.92722 0.00 0.03 0.02 0.151
```
Positions in Å, forces in eV/Å.

Results
HOMO (alpha / beta): -19.169 / -19.092 eV
Net charge: +4
Kohn-Sham gap (alpha / beta): 6.53 / 4.12 eV
Expectation value of S²: 0.87
2S+1: 2

***

Which energy above the lowest of the compared OMol25 structures with the same formula, charge and spin belongs to each record? In order, 3.1328, 3.7402, 2.2463 eV.
Which E_tot belongs to each record? In order, -19609.37834, -45559.13822, -67098.37253 eV.